C2H3Cl2N | ωB97M-V/def2-TZVPD

The geometry in ORCA input format:
```
! RIJCOSX wB97M-V def2-TZVPD def2/J DEFGRID3
* xyz 0 1
C -0.7299 -0.6273 0.6152
C 0.7192 0.5036 -0.1743
N 1.2823 1.1080 -1.1489
Cl -0.4722 -2.2516 0.0792
Cl -2.2598 0.0542 0.2538
H -0.5187 -0.4839 1.6492
H 1.0906 0.4312 0.7832
H 0.8884 1.2658 -2.0574
*
```

Computed properties:
Strongest force on any atom: 4.09 eV/Å
Energy relative to the best compared isomer or geometry (same formula, charge and spin): 55.1 kcal/mol
LUMO: 0.80 eV
HOMO: -8.89 eV